The following is a quantum chemistry calculation of C21H30N2O2 in the gas phase, from the Open Molecules 2025 dataset.

The geometry in XYZ format:
```
55
Properties=species:S:1:pos:R:3:nbo_charge:R:1
C 4.959 -6.771 0.229 -0.6274
C 4.396 -5.435 -0.149 -0.0080
C 3.886 -5.208 -1.420 -0.2162
C 3.392 -3.966 -1.775 -0.1661
C 3.379 -2.928 -0.854 -0.1519
C 2.911 -1.571 -1.272 0.6644
O 3.475 -0.957 -2.163 -0.6275
N 1.870 -1.051 -0.581 -0.4344
C 0.985 -1.784 0.292 -0.2324
C -0.393 -1.947 -0.357 -0.3932
C -0.981 -0.598 -0.781 -0.3081
C -1.375 0.249 0.433 0.6887
O -1.079 -0.022 1.578 -0.6441
N -2.107 1.335 0.108 -0.6181
C -2.535 2.328 1.078 -0.0556
C -4.028 2.622 0.891 -0.4110
C -4.365 3.693 -0.149 -0.4078
C -4.377 5.104 0.438 -0.3908
C -2.994 5.675 0.738 -0.3901
C -2.136 4.811 1.662 -0.4070
C -1.610 3.549 0.977 -0.4063
C 0.037 0.150 -1.654 -0.3994
C 1.375 0.263 -0.925 -0.2316
C 3.898 -3.144 0.419 -0.1323
C 4.401 -4.384 0.763 -0.2341
H 4.543 -7.559 -0.394 0.2157
H 4.753 -6.998 1.273 0.2170
H 6.041 -6.769 0.094 0.2223
H 3.882 -6.011 -2.144 0.2095
H 3.011 -3.795 -2.771 0.2200
H 1.406 -2.766 0.509 0.2248
H 0.870 -1.229 1.228 0.2259
H -1.061 -2.429 0.358 0.2250
H -0.303 -2.588 -1.237 0.2041
H -1.893 -0.775 -1.364 0.2200
H -2.320 1.523 -0.859 0.3894
H -2.393 1.853 2.054 0.2349
H -4.453 2.923 1.850 0.2076
H -4.507 1.679 0.616 0.2177
H -3.671 3.647 -0.989 0.1878
H -5.364 3.486 -0.542 0.2126
H -4.971 5.096 1.355 0.1931
H -4.876 5.774 -0.266 0.2063
H -3.126 6.658 1.198 0.2074
H -2.455 5.827 -0.201 0.1912
H -2.698 4.545 2.558 0.1985
H -1.281 5.411 1.980 0.2126
H -0.653 3.265 1.418 0.2200
H -1.423 3.771 -0.077 0.1912
H -0.322 1.148 -1.913 0.2059
H 0.190 -0.407 -2.582 0.2157
H 2.121 0.742 -1.562 0.2501
H 1.252 0.843 -0.004 0.1954
H 3.913 -2.335 1.135 0.2093
H 4.804 -4.542 1.753 0.2094
```

Computed properties:
Lowest unoccupied orbital energy ... 0.689 eV
SMILES ... Cc1ccc(C(=O)N2CCC(C(=O)NC3CCCCCC3)CC2)cc1
Maximum force ... 0.7 eV/A
Energy relative to the best compared isomer or geometry (same formula, charge and spin) ... 35.5 kJ/mol
Total charge ... 0
E_tot ... -29340.930 eV
Frontier orbital gap ... 9.56 eV
Molar mass ... 342.5 g/mol


The following is a quantum chemistry calculation of C4H7ClS in the gas phase at a distorted geometry, from the Open Molecules 2025 dataset.

The geometry in XYZ format:
```
13
Properties=species:S:1:pos:R:3:nbo_charge:R:1
C 2.635 -0.870 -0.080 -0.7383
S 1.218 0.291 -0.080 0.2693
C -0.173 -0.603 0.224 -0.4700
C -1.328 0.016 0.086 0.0428
C -1.888 1.474 -0.041 -0.6742
Cl -2.833 -1.023 -0.091 -0.0936
H 3.573 -0.350 0.012 0.2390
H 2.282 -1.324 0.918 0.2304
H 2.659 -1.621 -0.936 0.2247
H -0.185 -1.742 0.088 0.2621
H -1.088 2.230 -0.042 0.2246
H -2.492 1.709 0.903 0.2393
H -2.380 1.812 -0.961 0.2439
```

Computed properties:
Lowest unoccupied orbital energy ... 0.829 eV
SMILES ... CS/C=C(\C)Cl
Maximum force ... 4.0 eV/A
Energy relative to the best compared isomer or geometry (same formula, charge and spin) ... 126.6 kJ/mol
Total charge ... 0
E_tot ... -27617.398 eV
Frontier orbital gap ... 8.89 eV
Molar mass ... 122.6 g/mol


The following is a quantum chemistry calculation of 2 unconnected molecules or ions with the total composition CH3ClO2P, from the Open Molecules 2025 dataset.

The geometry in XYZ format:
```
8
Properties=species:S:1:pos:R:3:nbo_charge:R:1
C 0.500 0.174 -0.504 -1.0949
O -0.651 1.220 1.849 -1.0355
O 0.540 -1.038 2.046 -1.0398
P 0.132 0.129 1.263 2.2342
Cl -2.125 -1.001 -2.075 -0.9215
H -0.363 -0.307 -1.043 0.3594
H 0.556 1.206 -0.835 0.2518
H 1.411 -0.382 -0.700 0.2463
```

Computed properties:
Lowest unoccupied orbital energy ... 3.437 eV
Maximum force ... 0.8 eV/A
Energy relative to the best compared isomer or geometry (same formula, charge and spin) ... 84.7 kJ/mol
Total charge ... -1
E_tot ... -26995.525 eV
Frontier orbital gap ... 7.90 eV
Molar mass ... 113.5 g/mol


The following is a quantum chemistry calculation of C7H14N2 in the gas phase at a distorted geometry, from the Open Molecules 2025 dataset.

The geometry in XYZ format:
```
23
Properties=species:S:1:pos:R:3:nbo_charge:R:1
C -1.754 2.278 0.128 -0.2459
C -1.345 1.185 0.391 -0.0282
C -0.655 -0.140 0.388 -0.1491
N -1.476 -1.133 -0.484 -0.4452
N -2.716 -1.452 0.038 -0.6535
C 0.857 -0.124 0.025 -0.0378
C 1.630 -1.271 0.565 -0.6094
C 1.481 1.237 0.577 -0.6054
C 1.040 -0.080 -1.526 -0.5910
H -2.232 3.163 0.295 0.2223
H -0.742 -0.413 1.442 0.2165
H -1.679 -0.709 -1.396 0.3518
H -2.617 -1.700 0.995 0.3496
H -3.304 -0.642 -0.157 0.3334
H 2.631 -1.101 0.436 0.2103
H 1.573 -1.543 1.676 0.2056
H 1.474 -2.229 0.068 0.2183
H 0.725 1.861 0.913 0.2213
H 1.875 1.808 -0.209 0.2084
H 2.106 1.033 1.387 0.2075
H 0.132 0.555 -1.881 0.2019
H 1.853 0.486 -1.709 0.2002
H 1.143 -1.069 -1.963 0.2185
```

Computed properties:
Lowest unoccupied orbital energy ... 0.868 eV
SMILES ... C#C[C@@H](NN)C(C)(C)C
Maximum force ... 4.5 eV/A
Energy relative to the best compared isomer or geometry (same formula, charge and spin) ... 425.7 kJ/mol
Total charge ... 0
E_tot ... -10461.955 eV
Frontier orbital gap ... 9.13 eV
Molar mass ... 126.2 g/mol


The following is a quantum chemistry calculation of a molecular structure, C11H17GeN3O3S2SeW, from the Open Molecules 2025 dataset.

The geometry in XYZ format:
```
39
Properties=species:S:1:pos:R:3:nbo_charge:R:1
W 0.705 1.174 -0.182 1.0754
S -0.866 2.483 -1.759 0.4531
C -2.375 2.256 -1.193 -0.1567
C -3.471 2.729 -1.969 0.1357
N -4.359 3.110 -2.595 -0.0103
C -2.691 1.608 0.104 -0.2397
S -1.544 1.111 1.132 0.5740
C -4.066 1.437 0.438 0.1416
N -5.176 1.298 0.709 -0.0285
O 0.208 -0.682 0.325 -0.4686
N -0.329 -0.355 -0.927 0.0865
O 0.738 -0.165 -1.712 -0.4919
C 1.835 1.752 3.056 -0.7577
C 1.288 1.864 1.698 0.4555
O 0.831 2.867 1.154 -0.4999
H 2.471 2.612 3.274 0.2935
H 2.346 0.808 3.223 0.2707
H 0.979 1.804 3.741 0.3121
C 2.049 1.296 -4.254 -1.0924
Ge 3.261 1.489 -2.760 1.6261
C 4.934 2.332 -3.228 -1.0900
C 2.492 2.779 -1.395 -1.1221
C 3.594 -0.211 -1.802 -1.0288
Se 3.049 -0.147 0.059 0.7055
C 4.528 0.938 0.694 -0.7976
H 1.788 2.276 -4.655 0.2554
H 1.148 0.745 -3.992 0.2506
H 2.568 0.750 -5.043 0.2729
H 4.754 3.264 -3.763 0.2621
H 5.497 1.669 -3.886 0.2687
H 5.544 2.544 -2.350 0.2438
H 2.553 3.677 -2.027 0.3217
H 3.141 2.977 -0.546 0.2561
H 1.449 2.996 -1.083 0.2143
H 4.656 -0.456 -1.778 0.2725
H 3.056 -1.045 -2.246 0.2861
H 4.754 1.741 -0.001 0.2342
H 5.377 0.262 0.769 0.2739
H 4.294 1.327 1.681 0.2422
```

Computed properties:
Lowest unoccupied orbital energy ... -10.668 eV
Maximum force ... 0.2 eV/A
Energy relative to the best compared isomer or geometry (same formula, charge and spin) ... 0.0 kJ/mol
Total charge ... +2
E_tot ... -167630.870 eV
Frontier orbital gap ... 5.62 eV
Molar mass ... 638.8 g/mol


The following is a quantum chemistry calculation of a gas-phase ion, C11H14NS (charge +1) at a distorted geometry, from the Open Molecules 2025 dataset.

The geometry in XYZ format:
```
27
Properties=species:S:1:pos:R:3:nbo_charge:R:1
C -3.923 0.331 -1.051 -0.6294
C -2.701 0.470 -0.201 -0.3180
S -3.108 0.938 1.519 -0.0582
C -1.978 -0.874 -0.217 -0.4370
C -0.852 -0.991 0.816 -0.0276
N 0.141 -2.062 0.806 -0.4564
C 0.586 -0.918 0.427 0.4748
C 1.786 -0.254 0.168 -0.2286
C 1.751 1.080 0.004 -0.0888
C 3.000 1.736 -0.181 -0.2037
C 4.155 1.010 -0.122 -0.1392
C 4.167 -0.343 0.037 -0.1977
C 2.955 -1.013 0.056 -0.1118
H -3.522 0.018 -2.024 0.2173
H -4.463 1.174 -1.303 0.2336
H -4.673 -0.285 -0.473 0.2274
H -2.075 1.378 -0.529 0.2226
H -3.037 2.262 1.187 0.1520
H -1.517 -1.090 -1.351 0.2264
H -2.722 -1.576 0.050 0.2354
H -1.221 -0.781 1.761 0.2338
H 0.292 -3.078 0.860 0.4613
H 0.808 1.638 0.115 0.2400
H 2.972 2.850 -0.296 0.2500
H 5.205 1.400 -0.184 0.2498
H 5.095 -0.902 -0.085 0.2448
H 2.880 -2.118 0.212 0.2271
```

Computed properties:
Lowest unoccupied orbital energy ... -4.822 eV
SMILES ... C[C@@H](S)C[C@H]1[NH+]=C1c1ccccc1
Maximum force ... 3.9 eV/A
Energy relative to the best compared isomer or geometry (same formula, charge and spin) ... 182.4 kJ/mol
Total charge ... +1
E_tot ... -23949.810 eV
Frontier orbital gap ... 7.37 eV
Molar mass ... 192.3 g/mol